C4H8O3 | ωB97M-V/def2-TZVPD

Properties
Largest force on an atom in Eh/bohr: 0.0312
Frontier orbital gap in eV: 9.388
Spin multiplicity: 1
HOMO in hartree: -0.319

Geometry (Å):
C: 0.07 -0.41 -2.46
C: -0.17 0.47 -1.26
O: 0.44 -0.20 -0.12
C: 0.19 0.27 1.06
O: -0.36 1.41 1.23
C: 0.36 -0.60 2.27
O: -0.90 -0.33 2.73
H: 1.14 -0.53 -2.64
H: -0.38 -1.40 -2.32
H: -0.38 0.06 -3.34
H: -1.24 0.59 -1.04
H: 0.28 1.46 -1.36
H: 0.56 -1.65 2.01
H: 1.17 -0.28 2.94
H: -0.77 1.14 2.29

Results of the natural (NBO) charge analysis, in e, for atoms 1 through 4: C -0.629; C -0.080; O -0.446; C 0.849

***

C5H38N2O13 | ωB97M-V/def2-TZVPD

Properties
Largest force on an atom in Eh/bohr: 0.0561
Frontier orbital gap in eV: 9.134
Spin multiplicity: 1
HOMO in hartree: -0.336

Geometry (Å):
C: -0.93 3.16 -0.01
N: -0.11 2.16 -0.76
C: -0.99 1.32 -1.62
C: -0.19 0.43 -2.57
C: 0.84 -0.45 -1.87
O: 0.81 -0.59 -0.39
C: -0.07 4.46 0.07
N: 1.26 4.24 0.59
H: -1.23 2.74 0.94
H: -1.77 3.38 -0.67
H: 0.36 1.59 -0.07
H: -1.68 0.69 -1.06
H: -1.46 2.11 -2.21
H: -0.76 -0.22 -3.25
H: 0.29 1.00 -3.37
H: 1.90 -0.28 -2.10
H: 0.69 -1.53 -2.04
H: 1.38 0.10 -0.01
H: -0.65 5.12 0.73
H: -0.15 4.90 -0.93
H: 1.30 3.43 1.20
H: 1.86 3.91 -0.17
H: 0.13 -3.53 0.13
H: 1.34 -3.74 0.77
O: 0.84 -4.18 0.06
H: -1.50 -4.75 -0.81
H: -2.23 -3.32 -0.79
O: -1.50 -3.85 -1.14
H: 2.17 0.90 2.55
H: 3.06 1.10 1.28
O: 2.16 0.87 1.59
H: -2.81 -0.29 3.51
H: -2.64 0.82 2.45
O: -3.04 0.62 3.30
H: 1.55 2.16 -2.02
H: 2.66 2.56 -3.00
O: 2.45 2.54 -2.06
H: 2.28 -1.62 1.26
H: 3.63 -2.15 1.93
O: 2.67 -2.15 1.95
H: -4.97 -0.19 0.68
H: -4.77 -0.55 2.21
O: -5.08 -0.86 1.35
H: 0.68 -3.80 -2.83
H: -0.59 -3.01 -2.38
O: 0.09 -3.08 -3.08
H: -0.31 -0.82 0.72
H: -0.85 -1.72 1.89
O: -1.03 -0.90 1.40
H: 0.61 -3.40 3.22
H: 0.82 -1.93 2.74
O: 0.16 -2.62 2.87
H: 3.46 2.02 -0.71
H: 4.93 1.41 -0.34
O: 4.03 1.58 -0.04
H: -2.24 -1.73 0.37
H: -3.81 -1.90 0.53
O: -3.03 -2.17 0.02

Results of the natural (NBO) charge analysis, in e, for atoms 1 through 4: C -0.230; N -0.681; C -0.219; C -0.469

***

C36H69I2N4O5 | ωB97M-V/def2-TZVPD

Properties
Largest force on an atom in Eh/bohr: 0.0971
Frontier orbital gap (spin up / spin down) in eV: 8.594 / 8.087
Spin multiplicity: 4
HOMO (spin up / spin down) in hartree: -0.312 / -0.312

Geometry (Å):
C: 1.22 8.54 -0.21
C: 1.22 7.23 -1.18
I: 1.53 8.02 -3.22
C: -0.31 6.65 -1.10
I: -1.00 5.73 -2.98
C: -0.59 5.76 0.19
C: -2.18 5.64 0.33
O: -3.08 6.39 -0.10
O: -2.32 4.42 1.08
C: -1.36 3.48 0.46
C: 0.04 4.29 0.35
C: 0.96 3.66 -0.79
C: 1.79 2.35 -0.31
N: 1.16 1.64 0.85
H: 2.11 8.57 0.49
H: 0.28 8.57 0.46
H: 1.22 9.47 -0.87
H: 2.01 6.47 -0.87
H: -0.96 7.59 -0.99
H: -0.09 6.33 1.06
H: -1.86 3.29 -0.56
H: -1.38 2.52 1.07
H: 0.61 4.27 1.36
H: 0.25 3.27 -1.61
H: 1.65 4.40 -1.31
H: 1.80 1.62 -1.20
H: 2.88 2.58 -0.06
H: 1.92 1.57 1.57
H: 1.05 0.65 0.54
C: -4.01 8.06 2.40
C: -2.89 8.33 3.43
C: -2.65 7.03 4.23
C: -3.81 6.71 5.16
C: -4.14 7.89 6.07
C: -4.25 9.25 5.37
N: -3.21 9.48 4.32
O: -2.07 9.84 4.96
C: -5.65 9.43 4.72
C: -4.24 10.34 6.48
C: -1.66 8.64 2.53
H: -3.64 7.44 1.57
H: -4.86 7.51 2.80
H: -4.38 8.99 1.96
H: -1.73 7.12 4.82
H: -2.49 6.19 3.54
H: -4.70 6.42 4.59
H: -3.55 5.84 5.77
H: -5.07 7.66 6.61
H: -3.35 7.93 6.84
H: -5.71 10.39 4.19
H: -6.43 9.43 5.48
H: -5.91 8.64 4.02
H: -3.38 10.25 7.14
H: -5.13 10.26 7.11
H: -4.23 11.35 6.05
H: -1.89 9.48 1.86
H: -1.41 7.78 1.90
H: -0.76 8.89 3.08
C: 4.23 -4.32 0.45
C: 2.85 -3.63 0.50
C: 1.76 -4.69 0.25
C: 1.77 -5.20 -1.19
C: 1.67 -4.04 -2.19
C: 2.63 -2.86 -1.92
N: 2.76 -2.50 -0.48
O: 1.66 -1.77 -0.15
C: 4.04 -3.15 -2.48
C: 2.15 -1.68 -2.80
C: 2.78 -3.12 1.96
H: 4.40 -4.92 1.35
H: 4.34 -5.03 -0.38
H: 5.05 -3.59 0.39
H: 0.77 -4.29 0.48
H: 1.90 -5.54 0.93
H: 2.66 -5.79 -1.39
H: 0.92 -5.87 -1.34
H: 1.83 -4.44 -3.20
H: 0.64 -3.68 -2.17
H: 4.73 -2.33 -2.25
H: 4.02 -3.27 -3.56
H: 4.49 -4.07 -2.10
H: 1.09 -1.45 -2.65
H: 2.25 -1.91 -3.87
H: 2.73 -0.77 -2.61
H: 3.63 -2.47 2.18
H: 2.81 -3.96 2.67
H: 1.87 -2.56 2.19
C: 2.23 -10.72 -2.13
C: 0.84 -10.03 -2.08
C: -0.24 -11.10 -2.33
C: -0.23 -11.60 -3.77
C: -0.34 -10.45 -4.76
C: 0.62 -9.27 -4.50
N: 0.74 -8.90 -3.05
O: -0.35 -8.17 -2.73
C: 2.03 -9.55 -5.05
C: 0.13 -8.08 -5.38
C: 0.76 -9.52 -0.61
H: 2.39 -11.32 -1.23
H: 2.34 -11.43 -2.95
H: 3.04 -9.99 -2.18
H: -1.23 -10.70 -2.09
H: -0.10 -11.95 -1.65
H: 0.66 -12.20 -3.97
H: -1.08 -12.28 -3.91
H: -0.17 -10.84 -5.77
H: -1.37 -10.10 -4.74
H: 2.72 -8.73 -4.83
H: 2.01 -9.67 -6.14
H: 2.48 -10.47 -4.67
H: -0.93 -7.86 -5.22
H: 0.24 -8.32 -6.44
H: 0.71 -7.17 -5.18
H: 1.62 -8.87 -0.39
H: 0.80 -10.36 0.09
H: -0.15 -8.97 -0.39

Results of the Löwdin charge analysis, in e, for atoms 1 through 4: C -0.174; C -0.717; I 0.718; C -0.691